C6H12NO3P in the gas phase at a distorted geometry, computed with the ωB97M-V functional and the def2-TZVPD basis.

The relative energy (zero: lowest compared OMol25 entry of this formula, charge and spin) comes out at 117.4 kcal/mol. The multiplicity is 1. As for the net charge: 0. The value obtained for the LUMO energy (spin up / spin down) is -0.011 / -0.011 Ha. As for the SMILES: CC(=[PH2]N=O)[C@H]1CCOOC1. The value obtained for the HOMO-LUMO gap (spin up / spin down) is 7.5 / 7.5 eV.

Each atom is followed by the atoms it is bonded to, with distances in Å.
CARTESIAN COORDINATES (ANGSTROEM)
1 C 0.16651 2.05669 0.66389  C2 1.495, H12 1.090, H13 1.092, H14 1.089
2 C 0.76814 0.69488 0.52276  C1 1.495, P3 1.771, C6 1.500
3 P 2.46867 0.48308 0.97114  C2 1.771, N4 1.765, H15 1.375, H16 1.428
4 N 1.42142 0.17610 2.35828  P3 1.765, O5 1.205
5 O 1.05134 0.90548 3.24361  N4 1.205
6 C 0.05639 -0.44229 -0.14752  C2 1.500, C7 1.532, C11 1.546, H17 1.099
7 C -1.44250 -0.55447 0.14891  C6 1.532, C8 1.532, H18 1.090, H19 1.089
8 C -2.00215 -1.69621 -0.70513  C7 1.532, O9 1.409, H20 1.097, H21 1.091
9 O -1.77274 -1.45761 -2.07501  C8 1.409, O10 1.418
10 O -0.37815 -1.43037 -2.32910  O9 1.418, C11 1.404
11 C 0.20558 -0.32876 -1.68247  C6 1.546, O10 1.404, H22 1.097, H23 1.092
12 H 0.28974 2.65162 -0.24150  C1 1.090
13 H 0.65305 2.58335 1.48767  C1 1.092
14 H -0.89461 1.99724 0.89940  C1 1.089
15 H 2.74534 -0.82901 0.66927  P3 1.375
16 H 3.32863 1.13411 0.03477  P3 1.428
17 H 0.53257 -1.38383 0.15833  C6 1.099
18 H -1.95282 0.36712 -0.13253  C7 1.090
19 H -1.61571 -0.75361 1.20581  C7 1.089
20 H -1.55547 -2.65359 -0.40890  C8 1.097
21 H -3.08823 -1.76187 -0.62917  C8 1.091
22 H -0.24081 0.61053 -2.03239  C11 1.097
23 H 1.25580 -0.36856 -1.98012  C11 1.092

These are the Löwdin partial charges, in e, on atoms 1 to 4: -0.0870 -0.4741 0.8633 -0.2696